Record 1
This record from OMol25 describes C14H18N2O2 in the gas phase. The level of theory is ωB97M-V/def2-TZVPD.

SMILES ... COc1cccc(OCCc2c(C)n[nH]c2C)c1
E_LUMO ... 0.7077 eV
Charge ... 0
Frontier orbital gap ... 0.3253 Eh
Total energy ... -21884.662 eV
Energy relative to the best compared isomer or geometry (same formula, charge and spin) ... 213.16 kJ/mol

CARTESIAN COORDINATES (ANGSTROEM)
C -1.71954 -2.68491 1.15243
O -2.87965 -2.15046 0.56539
C -2.91164 -0.82054 0.25957
C -4.13523 -0.33338 -0.19377
C -4.26214 1.00394 -0.51280
C -3.18860 1.86347 -0.38948
C -1.95845 1.38064 0.05249
O -0.96770 2.31043 0.15772
C 0.35213 1.89580 0.43517
C 1.02468 1.24875 -0.78982
C 2.09651 0.28337 -0.41031
C 3.26858 0.54459 0.34000
C 3.71593 1.83894 0.91828
N 3.98404 -0.55634 0.47910
N 3.31103 -1.51684 -0.15608
C 2.16280 -1.06408 -0.71312
C 1.27320 -1.95059 -1.50795
C -1.81922 0.03232 0.37166
H -1.46488 -2.16865 2.08397
H -1.95376 -3.72565 1.37180
H -0.86352 -2.64598 0.47129
H -4.96355 -1.01709 -0.28104
H -5.21162 1.38225 -0.85996
H -3.27493 2.91122 -0.62656
H 0.87275 2.81261 0.71961
H 0.37620 1.21292 1.29373
H 1.43456 2.03540 -1.42811
H 0.25836 0.72688 -1.36732
H 4.75978 1.75936 1.20769
H 3.12788 2.08941 1.80043
H 3.59965 2.63949 0.19022
H 3.68350 -2.45187 -0.19123
H 1.25061 -2.95268 -1.08138
H 1.63218 -2.02801 -2.53516
H 0.26134 -1.55315 -1.53660
H -0.87126 -0.35159 0.71014

Record 2
This record from OMol25 describes 10 unconnected molecules or ions with the total composition C51H123O37P7. The level of theory is ωB97M-V/def2-TZVPD.

SMILES ... CCOP(=O)(OCC)OCC.CCOP(=O)(OCC)OCC.CCOP(=O)(OCC)OCC.CCOP(=O)(OCC)OCC.CCOP(=O)(OCC)OCC.CCOP(=O)(OCC)OCC.CCOP(=O)(OCC)OCC.COC(=O)OC.COC(=O)OC.COC(=O)OC
E_LUMO ... 0.3959 eV
Charge ... 0
Frontier orbital gap ... 0.3924 Eh
Total energy ... -195680.171 eV

CARTESIAN COORDINATES (ANGSTROEM)
C -5.49699 -6.74283 3.48360
C -4.27753 -5.86537 3.84464
O -3.69290 -5.39470 2.58647
P -2.34535 -4.54464 2.53798
O -1.87992 -4.02206 3.82086
O -1.31284 -5.53646 1.93425
C 0.04960 -5.10902 1.96426
C 0.82841 -5.70631 0.81474
O -2.54161 -3.49899 1.36042
C -3.46287 -2.38168 1.38268
C -3.29331 -1.75172 -0.05204
H -6.09819 -6.17010 2.80052
H -5.09249 -7.63213 2.97674
H -6.00205 -6.98676 4.40493
H -4.43939 -4.97388 4.41004
H -3.47892 -6.37856 4.37309
H 0.04229 -4.04559 1.76791
H 0.59732 -5.28547 2.87906
H 1.77400 -5.18883 0.77361
H 1.00743 -6.75746 0.80309
H 0.39775 -5.41852 -0.14042
H -4.46557 -2.76416 1.61188
H -3.16619 -1.67784 2.15903
H -3.65464 -2.44416 -0.82927
H -3.89540 -0.83553 -0.06910
H -2.24998 -1.63842 -0.17364
C -5.25503 1.25571 -7.35839
C -5.39187 2.20581 -6.18757
O -4.22154 2.14722 -5.33642
P -3.11432 3.23187 -5.63807
O -3.55490 4.63759 -5.83269
O -2.14175 2.91388 -4.40792
C -1.12704 3.96841 -4.16265
C -1.55759 5.03543 -3.16336
O -2.19595 2.82156 -6.85883
C -1.47113 1.65800 -6.90694
C -0.96796 1.23247 -8.29718
H -5.42133 0.28261 -6.95204
H -6.16744 1.47856 -7.94310
H -4.29900 1.40101 -7.91608
H -5.48641 3.26915 -6.47869
H -6.20600 1.91721 -5.54535
H -0.24895 3.48299 -3.73060
H -0.81788 4.41056 -5.13523
H -0.66021 5.68783 -3.08709
H -2.31648 5.66343 -3.57214
H -1.67525 4.59437 -2.17423
H -0.61783 1.78494 -6.25530
H -2.02509 0.86783 -6.42696
H -1.73864 0.75813 -8.89130
H -0.53033 2.12587 -8.76838
H -0.22243 0.45995 -8.11001
C 7.13312 -2.51769 -3.35172
C 5.92421 -2.04485 -4.09360
O 5.60979 -0.67811 -3.67334
P 4.56628 0.12877 -4.52139
O 4.73585 -0.08880 -5.94078
O 4.75944 1.65377 -4.15822
C 5.38488 2.54492 -5.14856
C 4.41811 3.02390 -6.16701
O 3.14722 -0.33082 -3.97107
C 1.97370 0.02701 -4.77719
C 0.91977 0.56916 -3.81794
H 7.48707 -3.37861 -3.90241
H 7.93594 -1.80121 -3.34927
H 6.92446 -2.80214 -2.32552
H 6.08146 -1.98575 -5.16622
H 5.04211 -2.67192 -3.96562
H 5.66828 3.36815 -4.51738
H 6.17665 2.05094 -5.70315
H 3.40539 3.25732 -5.81470
H 4.89702 3.88336 -6.62442
H 4.24297 2.29203 -6.93702
H 2.22638 0.78904 -5.49397
H 1.66560 -0.90514 -5.23298
H 0.68368 -0.17625 -3.04768
H 1.20877 1.50634 -3.33537
H 0.06352 0.84725 -4.42702
C -2.16292 -6.20018 -6.13044
C -1.53907 -4.82718 -5.94306
O -2.44784 -3.87134 -6.47101
P -2.03332 -2.35133 -6.54637
O -0.72013 -2.06435 -5.91378
O -2.17387 -1.90540 -8.07686
C -3.40180 -2.09509 -8.78776
C -3.37120 -3.43287 -9.54866
O -3.29488 -1.55325 -5.89739
C -3.46106 -1.73778 -4.50690
C -2.60250 -0.66771 -3.66225
H -1.47619 -6.95787 -5.77708
H -3.11136 -6.26045 -5.61488
H -2.29951 -6.27082 -7.24792
H -1.43510 -4.57797 -4.87588
H -0.61427 -4.80143 -6.51625
H -4.18299 -2.01801 -8.05735
H -3.42141 -1.26832 -9.47128
H -3.65115 -4.29978 -8.93893
H -4.09941 -3.28014 -10.36798
H -2.37515 -3.62120 -9.94272
H -4.54290 -1.53136 -4.28723
H -3.23013 -2.74329 -4.23635
H -2.71054 0.32964 -4.10448
H -3.01473 -0.61161 -2.66516
H -1.56637 -0.95344 -3.55295
C 6.94895 4.72890 8.36956
C 6.63211 5.55378 7.13820
O 5.44235 4.94290 6.63115
P 4.93083 5.27758 5.13118
O 5.90701 5.94011 4.25511
O 4.47966 3.86348 4.62789
C 3.85588 3.72252 3.30927
C 4.20986 2.35490 2.81410
O 3.56700 6.08120 5.31916
C 2.50488 5.66070 6.15287
C 1.28850 6.43104 5.81854
H 7.80367 5.16335 8.89090
H 6.02603 4.69375 8.99120
H 7.17682 3.73221 7.98951
H 6.40905 6.60202 7.31230
H 7.40702 5.55975 6.36365
H 2.75377 3.83444 3.43862
H 4.38268 4.45546 2.69197
H 4.17501 1.61985 3.62776
H 3.46267 2.09841 2.09194
H 5.20099 2.32196 2.38519
H 2.26299 4.58741 6.10213
H 2.73730 5.75941 7.19462
H 0.50233 5.91634 6.39114
H 1.32548 7.48322 6.17000
H 1.04844 6.40355 4.72882
C -4.80506 1.21543 2.60517
C -4.63611 0.59540 4.01372
O -5.16026 -0.77519 3.97472
P -5.55071 -1.45007 5.36436
O -6.50827 -0.65909 6.07381
O -6.01986 -2.91269 4.85784
C -7.11739 -3.54563 5.61892
C -6.68946 -4.29216 6.86586
O -4.27061 -1.66118 6.28764
C -3.16354 -2.39186 5.82713
C -1.87625 -1.52531 5.93838
H -4.03363 0.87971 1.90904
H -5.78158 0.82120 2.25595
H -4.74395 2.29920 2.68057
H -3.59951 0.61670 4.31212
H -5.27832 1.13365 4.75362
H -7.88383 -2.81783 5.89919
H -7.62708 -4.14097 4.88260
H -7.65355 -4.73824 7.10123
H -5.92108 -5.05523 6.70363
H -6.38739 -3.56481 7.64372
H -3.12877 -3.31334 6.45597
H -3.38790 -2.75042 4.81842
H -1.05304 -2.20010 5.64974
H -1.91777 -0.74009 5.17150
H -1.75435 -1.02617 6.91112
C 4.58859 -1.11423 4.58122
C 4.05139 -2.53197 4.56258
O 4.51892 -3.25645 3.36894
P 3.67651 -3.02369 2.07143
O 2.24054 -2.69017 2.18516
O 4.07750 -4.36531 1.36370
C 4.15940 -4.43750 -0.12104
C 5.60584 -4.45009 -0.54476
O 4.58432 -1.82034 1.30822
C 4.10068 -0.69645 0.53350
C 3.17880 -1.02689 -0.57238
H 4.11488 -0.56739 3.73784
H 4.26832 -0.59092 5.45567
H 5.67099 -1.03677 4.55789
H 4.44213 -3.12903 5.37753
H 2.97483 -2.53310 4.66237
H 3.62067 -5.36417 -0.34071
H 3.56365 -3.64126 -0.58606
H 5.64984 -4.72661 -1.58991
H 6.13940 -3.52271 -0.36860
H 6.22090 -5.17355 0.02720
H 3.67923 0.03892 1.23652
H 5.08607 -0.35257 0.14214
H 2.22376 -1.40800 -0.19946
H 2.89337 -0.10396 -1.08694
H 3.68989 -1.72422 -1.23128
C 2.20532 3.97033 0.48623
O 2.05692 5.34609 0.94313
C 0.82809 5.76395 1.21771
O -0.21722 5.19020 0.90591
O 0.95939 6.89306 1.86980
C -0.29160 7.61825 2.07473
H 1.74069 3.28127 1.24120
H 3.29254 3.81404 0.37205
H 1.77274 3.75421 -0.48428
H -1.05052 6.94472 2.47102
H -0.68637 7.99300 1.15130
H -0.08507 8.40781 2.80377
C -1.96163 3.31750 2.84637
O -1.50265 2.45200 3.95116
C -0.19442 2.29940 4.04657
O 0.67652 2.75557 3.33952
O -0.03443 1.42842 5.05467
C 1.27925 1.17281 5.62206
H -2.96009 3.58101 3.11207
H -2.01391 2.83355 1.88178
H -1.28402 4.15157 2.74442
H 1.20513 1.23910 6.71939
H 2.02619 1.90919 5.35107
H 1.61738 0.18406 5.41470
C -1.57540 2.14971 -0.91341
O -1.85262 1.26678 0.24290
C -0.82666 0.48798 0.64881
O 0.22570 0.29786 0.02795
O -1.19507 0.03366 1.78022
C -0.31270 -1.01546 2.35095
H -0.92824 2.97549 -0.63925
H -2.54202 2.59797 -1.14586
H -1.26440 1.66653 -1.83397
H 0.15312 -1.66608 1.62174
H -0.92990 -1.64395 2.95393
H 0.39736 -0.52161 3.04178

> The lowest E_LUMO belongs to which entry?

C51H123O37P7

What did the first record say?
This record from OMol25 describes C14H18N2O2 in the gas phase. The level of theory is ωB97M-V/def2-TZVPD.

SMILES ... COc1cccc(OCCc2c(C)n[nH]c2C)c1
E_LUMO ... 0.7077 eV
Charge ... 0
Frontier orbital gap ... 0.3253 Eh
Total energy ... -21884.662 eV
Energy relative to the best compared isomer or geometry (same formula, charge and spin) ... 213.16 kJ/mol

CARTESIAN COORDINATES (ANGSTROEM)
C -1.71954 -2.68491 1.15243
O -2.87965 -2.15046 0.56539
C -2.91164 -0.82054 0.25957
C -4.13523 -0.33338 -0.19377
C -4.26214 1.00394 -0.51280
C -3.18860 1.86347 -0.38948
C -1.95845 1.38064 0.05249
O -0.96770 2.31043 0.15772
C 0.35213 1.89580 0.43517
C 1.02468 1.24875 -0.78982
C 2.09651 0.28337 -0.41031
C 3.26858 0.54459 0.34000
C 3.71593 1.83894 0.91828
N 3.98404 -0.55634 0.47910
N 3.31103 -1.51684 -0.15608
C 2.16280 -1.06408 -0.71312
C 1.27320 -1.95059 -1.50795
C -1.81922 0.03232 0.37166
H -1.46488 -2.16865 2.08397
H -1.95376 -3.72565 1.37180
H -0.86352 -2.64598 0.47129
H -4.96355 -1.01709 -0.28104
H -5.21162 1.38225 -0.85996
H -3.27493 2.91122 -0.62656
H 0.87275 2.81261 0.71961
H 0.37620 1.21292 1.29373
H 1.43456 2.03540 -1.42811
H 0.25836 0.72688 -1.36732
H 4.75978 1.75936 1.20769
H 3.12788 2.08941 1.80043
H 3.59965 2.63949 0.19022
H 3.68350 -2.45187 -0.19123
H 1.25061 -2.95268 -1.08138
H 1.63218 -2.02801 -2.53516
H 0.26134 -1.55315 -1.53660
H -0.87126 -0.35159 0.71014

> Look up the E_LUMO of the second one.

0.3959 eV

> The highest E_LUMO belongs to which entry?

C14H18N2O2